No. 1
57
Properties=species:S:1:pos:R:3:forces:R:3:nbo_charge:R:1 method="wB97M-V/def2-TZVPD" lumo_energy_ev=-0.014 e_tot_ha=-3630.041884 de_lowest_ev=1.9700 orbital_gap_ha=0.2964 homo_energy_ev=-8.080
I -2.9140 1.7708 -0.6508 0.0 -0.2 -1.1 0.230
Y 0.0073 1.3202 0.0687 -0.6 -0.1 -0.5 1.988
S 3.8986 -4.0948 -0.7275 0.1 0.2 -0.1 0.157
S 0.2564 -2.8909 -1.7679 -0.1 -0.3 -0.1 0.197
S 1.4283 -2.2756 1.2855 0.1 -0.9 0.0 0.186
S -0.0835 3.8033 1.3801 -0.6 1.3 0.3 2.385
S 1.6795 0.9900 2.2174 0.9 -0.7 1.1 2.393
O 2.6396 0.1457 2.8584 -0.2 0.1 0.1 -0.935
O 2.0793 1.4173 0.8543 0.4 0.1 0.4 -1.014
O -0.6313 5.1219 1.4143 0.1 -0.1 0.1 -0.921
O 0.3202 0.4100 2.0708 0.3 -0.1 0.7 -1.014
O 0.5561 3.4664 0.0800 0.3 0.4 0.3 -1.010
O -1.0298 2.7008 1.6539 0.0 0.2 0.0 -1.022
C 0.8105 -3.9281 0.7546 -0.1 0.5 0.2 -0.548
C 1.1465 0.2536 -2.6700 -0.3 0.2 0.3 -0.198
C 4.0690 -2.6880 0.4326 -0.1 -0.3 0.0 -0.522
C 0.2735 0.0756 -4.8995 0.1 0.0 0.1 -0.194
C 1.0138 3.6662 2.7962 -0.2 0.0 -0.1 -0.232
C 1.0272 4.7603 3.6480 0.0 0.0 -0.3 -0.203
C -0.0401 0.7297 -2.1376 -0.4 -0.3 -1.3 -0.610
C -0.2881 -3.7867 -0.2823 0.4 0.2 -0.3 -0.533
C 1.5918 -3.9745 -2.3922 -0.3 0.4 0.1 -0.546
C 2.0136 2.3318 4.5327 0.0 -0.1 -0.2 -0.166
C -1.1165 0.9201 -3.0680 0.2 -0.1 -0.3 -0.118
C -1.9872 0.8770 -5.3865 -0.1 0.0 -0.1 -0.196
C 1.5124 4.6407 4.9411 0.1 -0.1 0.1 -0.184
C 3.1547 -2.7251 1.6491 -0.3 0.2 -0.3 -0.535
C -0.9529 0.6220 -4.4573 -0.1 0.0 0.2 0.024
C 1.5398 2.4527 3.2359 0.2 -0.2 -0.2 -0.352
C -2.3949 1.4359 -2.7304 -0.3 0.1 0.5 -0.050
C -3.1626 1.4495 -4.9973 0.1 -0.1 -0.1 -0.212
C 1.3043 -0.0952 -4.0251 0.2 0.0 -0.1 -0.224
C 1.9703 3.4146 5.3973 0.0 0.1 0.0 -0.189
C 3.0121 -3.4363 -2.1914 0.1 -0.2 0.3 -0.529
C -3.3721 1.7326 -3.6358 0.0 0.0 0.3 -0.266
H 2.2524 -0.4946 -4.3665 0.0 0.0 0.0 0.211
H 0.6222 5.6892 3.2733 -0.1 0.0 0.1 0.257
H 5.1050 -2.7398 0.7719 0.0 0.1 -0.1 0.224
H 0.4250 -4.4442 1.6357 0.0 0.0 0.0 0.217
H 2.4119 1.3738 4.8350 0.0 0.0 0.1 0.253
H -4.3070 2.1634 -3.3063 0.0 0.0 0.0 0.226
H 3.6279 -3.7467 -3.0360 0.0 0.1 0.0 0.222
H -1.1110 -3.1835 0.1064 -0.1 -0.1 0.0 0.226
H 3.4749 -1.9655 2.3583 0.1 -0.1 0.1 0.255
H 3.0183 -2.3496 -2.1251 0.0 0.0 -0.1 0.228
H 3.1606 -3.7030 2.1301 0.1 0.0 0.1 0.217
H 1.4733 -4.9535 -1.9284 0.0 -0.1 -0.1 0.224
H 0.3757 -0.1922 -5.9440 0.0 0.0 0.0 0.209
H 2.2927 3.2965 6.4226 0.1 0.0 0.0 0.226
H -1.8235 0.6177 -6.4254 0.0 0.0 0.0 0.212
H -3.9439 1.6660 -5.7126 0.0 0.0 0.0 0.221
H 1.3948 -4.0745 -3.4598 0.0 -0.1 0.0 0.228
H 1.5099 5.5003 5.5969 0.0 0.0 0.0 0.226
H 2.0082 0.1208 -2.0162 0.0 -0.1 0.0 0.202
H 3.9211 -1.7677 -0.1309 0.1 0.1 0.0 0.226
H -0.6639 -4.7631 -0.5906 -0.1 0.0 0.2 0.221
H 1.6567 -4.4782 0.3544 -0.1 -0.1 0.0 0.234


No. 2
90
Properties=species:S:1:pos:R:3:forces:R:3:lowdin_charge:R:1 method="wB97M-V/def2-TZVPD" lumo_energy_ev=0.403 e_tot_ha=-2324.216998 orbital_gap_ha=0.3576 homo_energy_ev=-9.328
S -0.9815 -3.0975 -2.0455 0.1 -0.1 -0.3 0.903
O 2.4743 1.6976 -1.7832 -0.2 -0.3 0.2 -0.006
O -1.3944 -3.9989 -3.0951 0.0 0.1 0.1 -0.376
O -3.6555 2.3232 -3.2013 -0.1 0.0 0.0 -0.039
O 0.6784 1.5321 -3.1134 -0.2 -0.1 0.1 0.107
O -3.8292 1.8743 -5.3830 -0.1 -0.1 -0.1 0.146
O 0.3103 -2.2819 -2.5759 -0.1 0.2 0.2 -0.348
O -2.0773 -1.9033 -2.1134 -0.2 0.0 0.1 -0.348
C -2.1159 -1.0411 -0.9530 0.2 0.1 -0.1 -0.229
C 1.9225 -8.2270 4.7523 0.0 0.0 0.0 -0.098
C -1.4450 4.1872 5.0264 0.0 0.0 0.0 -0.096
C -0.4888 5.1928 5.0604 0.0 0.0 0.0 -0.095
C 1.0699 6.5015 -0.5808 0.0 0.0 0.0 -0.108
C 0.1793 7.7903 -2.4038 0.0 0.0 0.0 -0.091
C -3.2921 2.4939 -4.5168 0.0 0.1 0.1 -0.526
C 0.3697 8.9541 -1.6721 0.0 0.0 0.0 -0.092
C 0.1673 -1.4436 -3.7530 0.2 0.0 -0.1 -0.207
C -2.2406 3.5424 -4.7352 0.2 -0.1 0.0 0.024
C 2.9384 -5.8096 1.5788 0.0 0.0 0.0 -0.102
C 0.9116 8.8921 -0.3955 0.0 0.0 0.0 -0.090
C -1.4389 4.2628 2.6245 0.0 0.0 0.0 -0.097
C -3.4993 -0.3936 -0.8612 0.1 0.0 -0.1 -0.156
C -2.7836 1.4528 -2.4624 -0.2 0.1 0.0 -0.173
C 2.7761 -7.1260 1.1688 0.0 0.0 0.0 -0.115
C -1.9200 3.7208 3.8083 0.0 0.0 0.0 -0.095
C -0.0044 5.7308 3.8759 0.0 0.0 0.0 -0.091
C -3.4639 1.1100 -1.1370 0.2 -0.1 0.2 -0.154
C 1.7122 1.0695 -2.7001 0.1 0.2 -0.1 -0.482
C 1.5678 -1.0353 -4.1726 0.0 -0.1 0.1 -0.148
C 1.5110 -6.3815 -0.7352 0.0 0.0 0.0 -0.083
C 0.5329 6.5638 -1.8591 0.0 0.0 0.0 -0.090
C 1.6760 -5.0653 -0.3266 0.0 0.0 0.0 -0.093
C 1.8053 2.7035 -1.0057 0.1 0.4 0.2 -0.205
C 2.3477 -0.2225 -3.1387 0.1 0.1 -0.2 -0.079
C 0.7372 -7.9051 4.1062 0.0 0.0 0.0 -0.091
C 1.2595 7.6653 0.1516 0.0 0.0 0.0 -0.099
C 2.3890 -4.7784 0.8292 0.0 0.0 0.0 -0.090
C -0.4789 5.2650 2.6575 0.0 0.0 0.0 -0.089
C 0.7817 2.1097 -0.0341 0.0 0.0 -0.1 -0.047
C -0.5075 -8.9687 5.8677 0.0 0.0 0.0 -0.099
C 2.0626 -7.4126 0.0129 0.0 0.0 0.0 -0.090
C 1.8944 -8.9180 5.9559 0.0 0.0 0.0 -0.098
C -0.4783 -8.2749 4.6658 0.0 0.0 0.0 -0.094
C 0.6788 -9.2899 6.5132 0.0 0.0 0.0 -0.100
H 1.9347 -8.4399 -0.3031 0.0 0.0 0.0 0.102
H 0.0953 9.9109 -2.0970 0.0 0.0 0.0 0.102
H 3.4902 -5.5875 2.4837 0.0 0.0 0.0 0.101
H 0.3896 5.6566 -2.4334 0.0 0.0 0.0 0.091
H -1.8304 1.9622 -2.3081 0.1 -0.1 0.0 0.102
H 1.6767 7.6163 1.1498 0.0 0.0 0.0 0.100
H 3.3217 0.0606 -3.5507 0.0 -0.1 0.0 0.134
H -1.3986 3.3847 -4.0579 0.0 0.0 0.0 0.070
H -2.6705 4.5238 -4.5250 0.0 0.0 0.0 0.094
H 0.7933 1.0195 -0.0940 0.0 0.0 0.0 0.080
H -0.1213 5.5575 6.0110 0.0 0.0 0.0 0.101
H -4.1487 -0.8819 -1.5907 0.0 -0.1 0.1 0.128
H -0.1106 5.6893 1.7334 0.0 0.0 0.0 0.071
H -0.3293 -2.0065 -4.5440 0.1 -0.1 0.0 0.127
H -3.9190 -0.5767 0.1294 -0.1 0.0 0.0 0.114
H 0.9499 -6.6007 -1.6348 0.0 0.0 0.0 0.105
H 2.1322 -1.9523 -4.3594 0.0 0.1 -0.1 0.123
H 2.6007 3.1959 -0.4496 0.1 -0.1 -0.1 0.119
H 2.5648 -0.8187 -2.2507 -0.1 0.0 0.0 0.130
H -1.8127 3.9058 1.6725 0.0 0.0 0.0 0.093
H -1.4554 -9.2601 6.3018 0.0 0.0 0.0 0.099
H -2.6062 0.5507 -3.0580 0.0 0.0 0.0 0.128
H -1.8642 -1.6269 -0.0649 -0.1 0.0 0.0 0.113
H 0.7628 -7.3653 3.1680 0.0 0.0 0.0 0.089
H -0.2433 7.8395 -3.3992 0.0 0.0 0.0 0.101
H 2.8196 -9.1667 6.4600 0.0 0.0 0.0 0.099
H 1.0209 2.3833 0.9934 -0.1 0.0 0.0 0.075
H 2.5161 -3.7510 1.1466 0.0 0.0 0.0 0.100
H -1.3368 -0.2826 -1.0828 0.0 0.0 0.1 0.108
H -0.4475 -0.5850 -3.4999 0.0 0.1 0.0 0.095
H -2.6660 2.9366 3.7828 0.0 0.0 0.0 0.100
H 1.3449 5.5434 -0.1565 0.0 0.0 0.0 0.084
H -1.8213 3.7673 5.9504 0.0 0.0 0.0 0.101
H 1.5060 -0.5051 -5.1251 -0.1 0.1 0.1 0.127
H -4.4774 1.5106 -1.1575 0.0 0.0 0.0 0.121
H 1.0612 9.8003 0.1738 0.0 0.0 0.0 0.102
H -0.2272 2.4546 -0.2559 0.0 0.0 0.0 0.061
H 2.8711 -7.9378 4.3168 0.0 0.0 0.0 0.091
H 1.3553 3.4491 -1.6617 0.0 -0.1 -0.1 0.099
H 0.7429 6.5139 3.9030 0.0 0.0 0.0 0.098
H -1.8886 3.4952 -5.7626 -0.1 0.1 0.0 0.090
H 3.2019 -7.9316 1.7538 0.0 0.0 0.0 0.097
H 0.6559 -9.8303 7.4509 0.0 0.0 0.0 0.099
H -1.4034 -8.0225 4.1635 0.0 0.0 0.0 0.100
H -2.9397 1.6021 -0.3114 -0.1 0.1 -0.1 0.106
H 1.2515 -4.2616 -0.9126 0.0 0.0 0.0 0.058


No. 3
64
Properties=species:S:1:pos:R:3:forces:R:3:nbo_charge:R:1 method="wB97M-V/def2-TZVPD" lumo_energy_ev=4.437 e_tot_ha=-1441.795222 charge=-2 orbital_gap_ha=0.1288 homo_energy_ev=0.933
Ba -1.5829 -0.3849 0.5192 -0.2 -0.7 -0.3 1.812
O -1.3432 -0.6118 3.1595 -0.1 0.5 -0.2 -0.818
O -2.8714 1.8959 0.8735 0.1 0.1 -0.3 -0.801
N -0.1710 2.0302 -0.2575 1.3 -0.2 -0.1 -0.518
N 0.7936 -1.9850 1.6486 -0.3 -0.3 -0.3 -0.483
N 2.8254 -1.5128 -1.9033 -0.3 0.6 0.5 -0.482
N -1.8397 -2.0176 -1.3940 0.6 0.2 3.8 -1.223
C -0.3538 0.8721 4.7301 -0.3 -0.6 -0.5 -0.319
C 1.6789 0.2042 5.7704 -0.2 0.2 0.5 -0.346
C -3.7213 -3.3466 -4.2237 0.4 0.9 -1.8 -0.208
C 2.8776 -2.4981 0.4701 1.3 1.1 -0.4 -0.428
C -3.7518 4.0112 1.4184 0.4 -1.1 -0.1 -0.305
C 1.2207 1.7601 -0.6949 0.3 0.7 -0.5 -0.232
C 1.4605 -2.9277 0.7332 -1.2 -0.4 -0.6 -0.273
C 2.7691 -0.0411 -1.7247 1.0 -1.3 0.2 -0.197
C -2.5420 6.0420 1.1128 2.0 0.5 -0.9 -0.340
C -2.2256 -2.3750 -2.5346 -0.4 1.0 -1.7 0.184
C -3.5674 5.3439 1.6675 -2.9 -0.6 0.4 -0.196
C -1.5404 3.8566 0.5079 -0.6 2.1 -0.4 -0.273
C 1.3818 0.6488 -1.7441 -0.3 -0.3 0.5 -0.439
C 1.7484 -0.8730 4.9332 0.5 -0.5 0.4 -0.153
C -1.5591 5.2916 0.4843 -0.5 -0.9 1.3 -0.133
C -0.3676 3.2715 -0.0046 1.4 -0.7 -0.6 0.164
C -3.3605 -3.2410 -2.9187 0.8 -0.5 0.9 -0.386
C -2.1799 -1.5464 -4.8978 -0.3 -1.5 0.6 -0.227
C -1.6114 -1.6098 -3.6347 -0.4 0.6 -1.7 -0.354
C 0.7989 -1.1159 3.9362 1.0 0.1 -0.3 -0.267
C 2.4210 -1.9777 -3.1838 -1.2 -0.2 -0.5 -0.407
C -0.3448 -0.2887 3.8759 -0.8 -0.1 0.2 0.431
C 1.1621 -2.0251 2.8574 1.1 -0.8 0.7 0.156
C -2.7067 3.1482 0.8996 -0.8 0.4 0.5 0.437
C -3.1764 -2.5089 -5.2620 -0.2 -0.1 1.0 -0.468
C 0.6251 1.1158 5.6371 0.4 -1.0 -0.5 -0.183
C 3.4520 -2.4407 -0.9732 0.3 -0.4 -0.8 -0.176
H 2.5826 -1.5469 5.1523 -0.2 -0.1 -0.6 0.186
H -1.2194 1.4835 4.6304 -0.5 0.6 -0.1 0.211
H 2.9805 -1.4624 0.8715 0.1 -0.7 -0.1 0.206
H -0.6936 5.7819 0.1225 0.8 0.4 -0.5 0.182
H -0.8200 -0.8772 -3.3654 -0.6 -0.6 0.0 0.169
H 0.6289 1.9659 6.2539 -0.3 1.1 0.8 0.186
H 3.5608 -3.1431 1.0103 0.3 0.0 0.4 0.192
H 2.3454 0.2867 6.6071 0.5 0.1 0.1 0.182
H 0.4970 3.9743 -0.1944 -0.8 -0.3 0.1 0.124
H 1.8958 1.5678 0.1315 -0.2 -0.4 0.7 0.180
H 1.6218 2.7043 -1.0956 0.1 -0.1 -0.2 0.153
H -4.6749 3.4559 1.5467 -0.1 0.3 0.7 0.207
H -4.3624 5.8782 2.2101 0.2 -0.1 -0.3 0.185
H 3.4396 -3.4702 -1.4467 -0.4 1.1 0.5 0.190
H 3.1777 0.0613 -0.7250 0.3 0.6 0.2 0.188
H 1.3105 -1.9124 -3.2240 0.4 -0.4 -0.5 0.229
H 1.2249 1.1313 -2.7046 -0.4 -0.4 -0.3 0.204
H 4.5577 -2.2471 -0.9389 -0.4 0.1 0.5 0.149
H -3.5960 -2.5793 -6.2551 0.0 0.1 -0.2 0.165
H 1.9940 -2.7498 3.1278 -0.7 0.5 0.0 0.118
H 1.3545 -4.0088 1.0397 0.3 1.0 0.1 0.178
H -1.8763 -0.7846 -5.6013 0.3 0.1 -0.3 0.167
H 0.8916 -2.8623 -0.1876 -0.2 -0.1 -0.4 0.239
H -2.5128 7.1276 1.1612 0.2 -0.2 0.0 0.192
H 2.7815 -1.3277 -4.0181 0.2 -0.4 0.4 0.157
H -4.4699 -4.0642 -4.5516 -0.2 0.0 0.2 0.164
H -3.8657 -3.8338 -2.1295 0.4 0.4 -0.4 0.176
H 3.5058 0.4094 -2.4678 -0.8 -0.1 0.7 0.156
H 0.5892 -0.0935 -1.5164 0.4 0.1 -0.6 0.229
H 2.7531 -3.0289 -3.3263 -0.3 0.7 -0.2 0.186